1.
Computed, not measured: C33H31Cl8N4O6RuSTe as an isolated structure, with the ωB97M-V functional and the def2-TZVPD basis.

Geometry as XYZ:
```
85
Properties=species:S:1:pos:R:3:forces:R:3
Ru -0.693508 -0.432393 1.906622 -0.90 0.55 -0.05
C -4.121009 2.105564 4.418426 -0.57 0.30 -1.17
C -3.281958 1.911541 3.158430 0.67 -0.45 -0.01
C -3.298345 3.094412 2.198719 -2.31 -0.53 0.04
O -1.906342 1.728663 3.502005 0.37 -0.58 0.61
C -3.787216 0.706268 2.309219 0.60 1.23 0.84
O -5.014870 0.565323 2.296255 -1.01 -0.48 -0.48
O -2.968806 0.025419 1.643299 0.26 -0.48 -0.23
H -3.919871 3.072510 4.864279 0.23 0.06 0.24
H -3.941550 1.293884 5.102034 0.10 -0.27 0.46
H -5.176922 2.078737 4.124933 0.20 -0.02 0.19
H -2.831163 3.954648 2.605320 0.36 0.85 0.59
H -4.380459 3.299395 1.951709 1.10 0.04 0.22
H -2.811256 2.835185 1.288055 0.46 -0.26 -0.75
H -1.815062 1.065228 4.226232 -0.15 0.64 -0.75
Cl -1.978775 -2.536622 4.139063 -1.09 0.01 -0.98
C -0.549229 -1.783667 4.673070 1.33 0.59 -0.56
C 0.088366 -0.815091 3.875519 0.04 0.01 0.96
C 1.252330 -0.278003 4.438261 -0.19 0.37 -0.86
Cl 2.113633 0.973921 3.538377 -0.37 -0.20 -0.13
C 1.822005 -0.667665 5.638763 -0.58 -0.86 0.20
Cl 3.296286 -0.005684 6.203273 0.07 0.07 0.21
C 1.196022 -1.713663 6.330959 -0.66 -0.09 -0.63
Cl 1.841850 -2.300662 7.782809 0.35 -0.27 0.64
C 0.020908 -2.305974 5.813946 0.88 0.70 0.27
Cl -0.686083 -3.710033 6.469654 0.20 -0.39 0.95
C -2.395508 -4.499289 -2.171119 -1.09 0.67 -1.13
N -1.445675 -3.712603 -1.450744 1.37 0.07 0.62
C -0.074526 -3.843840 -1.611484 -0.76 -0.77 -1.26
C 0.818433 -3.179287 -0.880970 0.25 0.31 0.76
C 0.305101 -2.315565 0.159049 -0.59 0.23 -0.15
O 1.003481 -1.529528 0.844184 0.05 -0.95 -0.63
N -1.054970 -2.299867 0.347204 1.40 1.42 1.42
C -1.927314 -3.002601 -0.341427 1.38 -0.56 -1.12
O -3.115545 -3.099024 -0.129217 -2.21 0.13 0.60
H -1.952519 -4.753968 -3.111747 0.32 -0.42 -0.57
H -3.308225 -3.899536 -2.431159 0.87 -0.47 0.50
H -2.709508 -5.392489 -1.658946 -0.09 -0.33 0.37
H 0.270853 -4.516390 -2.417459 -0.48 0.39 0.44
H 1.879522 -3.279542 -1.026759 0.08 -0.04 -0.07
C -5.227093 -0.845980 -0.520471 -0.83 -0.10 1.14
Te -5.078226 -1.846234 1.351535 -0.16 -0.42 -0.25
C -6.078961 -3.599793 0.608435 0.13 0.24 -1.17
H -4.478657 -0.081057 -0.521442 0.82 -0.04 -0.37
H -6.162416 -0.312417 -0.437404 -0.48 0.06 -0.10
H -5.291599 -1.579404 -1.310366 0.47 0.03 -0.20
H -5.309960 -4.044973 -0.025369 0.28 -0.41 0.48
H -6.855157 -3.414210 -0.148457 -0.22 0.33 0.70
H -6.422482 -4.251928 1.406399 0.07 0.01 -0.07
Cl 5.878686 4.764117 1.049101 -0.26 -0.19 -0.54
C 4.906059 3.903818 -0.134605 -0.67 -0.21 0.96
C 4.513692 2.589513 0.148346 1.09 0.43 -0.01
C 3.841851 1.912304 -0.835376 -0.20 -0.57 0.26
C 3.335508 2.517222 -1.966498 -0.59 -0.82 -0.75
C 2.661234 1.593702 -2.994788 -0.82 0.80 0.34
C 1.121717 1.811876 -3.096408 0.23 -0.26 0.48
N 0.526351 1.814637 -1.785688 -1.02 -0.47 1.76
C 0.306573 2.898436 -0.930829 0.34 -0.47 -0.64
C -0.175640 2.401647 0.230273 -0.37 -1.02 0.37
N -0.271597 0.994363 0.130836 0.19 1.32 0.05
C 0.156586 0.701907 -1.070503 0.20 0.49 -0.69
O 3.155331 1.920042 -4.257730 0.83 -0.22 -0.63
C 3.080249 0.863810 -5.210434 -0.83 0.30 -0.23
C 4.025887 -0.244113 -4.913330 -0.44 -0.24 -0.16
C 3.693922 -1.429027 -4.326401 0.44 0.10 0.32
Cl 2.097637 -1.895685 -3.816421 0.63 0.01 -0.09
S 5.105782 -2.376920 -4.000790 -0.18 -0.13 -0.09
C 6.148413 -1.212584 -4.747195 -1.30 -0.56 -0.32
C 5.406525 -0.174188 -5.221240 0.86 0.03 0.48
C 3.494763 3.886398 -2.080139 0.62 0.26 0.09
Cl 2.676863 4.841086 -3.274454 0.00 -0.02 -0.18
C 4.351046 4.568219 -1.217091 -0.17 1.15 0.10
H 4.812538 2.053543 1.048534 0.09 0.37 -0.19
H 3.690484 0.850980 -0.695293 -0.16 -0.11 -0.01
H 2.877093 0.553533 -2.701808 0.01 0.27 -0.09
H 0.607290 1.027254 -3.692817 0.51 0.57 0.20
H 0.982466 2.801147 -3.523849 -0.17 -0.14 -0.24
H 0.550477 3.896928 -1.236915 -0.03 0.17 -0.04
H -0.500370 2.920515 1.134464 0.28 -0.28 -0.42
H 0.188145 -0.285515 -1.520657 0.08 0.15 0.19
H 3.372737 1.329832 -6.148144 -0.13 0.02 -0.12
H 2.020287 0.521287 -5.297709 0.79 0.00 -0.04
H 7.152746 -1.497367 -5.002067 0.23 0.18 0.28
H 5.880379 0.644956 -5.731129 -0.13 0.27 -0.20
H 4.470290 5.670625 -1.332706 0.07 -1.12 0.06
```
Forces are in eV/Å.

E_tot   -6389.133296 hartree
Relative energy (zero: lowest compared OMol25 entry of this formula, charge and spin)   0.0 kcal per mole
Spin multiplicity   6
Lowest unoccupied orbital energy (alpha / beta)   0.1 / -1.3 eV
Total charge   0

Here are the Mulliken charges for atoms 1 to 6, given in e:
1. Ru 1.046
2. C -1.762
3. C 1.555
4. C -1.903
5. O -0.569
6. C 0.469


2.
Computed, not measured: the molecule C22H24N2O4, with the ωB97M-V functional and the def2-TZVPD basis.

Geometry as XYZ:
```
52
Properties=species:S:1:pos:R:3:forces:R:3
C 3.850349 -0.011446 2.211843 -2.05 -0.72 -7.70
C 3.769043 1.328645 1.443103 -4.96 -2.86 -1.68
C 3.586650 1.022817 -0.235607 -4.35 4.74 6.39
C 2.263842 0.389505 -0.465608 2.26 -1.67 -1.39
N 2.386579 -0.930448 -0.552736 0.89 3.76 -0.46
C 1.417691 -1.544236 -1.222040 0.09 -3.81 0.92
C 1.628077 -2.913693 -1.404060 5.81 -3.47 1.26
C 0.710324 -3.812329 -1.717820 -3.46 2.02 -1.00
C -0.667064 -3.042824 -1.920643 0.37 -13.22 -3.05
C -0.974856 -1.818209 -1.840486 6.01 -0.37 1.32
C 0.154893 -1.215106 -1.399999 -2.23 11.70 1.90
C -0.018882 0.436424 -0.947287 -4.74 -6.22 -2.54
C -1.410822 1.051223 -0.818890 -1.00 1.17 1.88
O -1.827642 1.646455 0.242511 1.45 -3.06 -6.33
O -2.248347 0.787728 -2.117101 4.29 -0.30 5.27
C -3.504274 1.088078 -1.698725 -3.42 -9.36 -0.09
C -4.230353 0.602166 -0.209544 4.98 2.52 -10.23
O -4.860540 1.300880 0.389983 -6.00 6.11 5.32
N -3.768646 -0.501285 -0.009094 4.36 -11.63 3.66
C -3.718607 -1.000295 1.450956 -5.04 -2.18 0.74
C -2.352916 -1.164061 1.878454 -2.06 9.09 5.39
C -1.635793 -0.189686 2.606104 1.70 3.14 1.76
C -0.228311 -0.401454 2.651939 -7.80 -8.61 -7.70
C -0.257368 -1.761516 1.741880 -0.57 8.36 5.78
O -1.526049 -2.020280 1.738206 3.15 -9.68 -6.15
C 1.043594 1.103144 -0.748686 2.16 3.01 3.90
C 0.847759 2.571212 -0.297778 1.02 1.00 -1.55
C 0.760764 3.244869 -1.701283 3.33 4.48 -0.56
H 2.863138 -0.622526 1.903247 2.53 0.98 0.74
H 3.831344 0.153717 3.160593 0.32 0.66 6.05
H 4.764688 -0.421238 1.772563 -0.25 -0.87 0.77
H 2.854741 1.892875 1.781574 0.52 -0.58 -0.48
H 4.504109 1.961669 1.682271 3.41 2.19 0.33
H 3.753188 2.036205 -0.512420 -1.13 1.25 -0.97
H 4.444219 0.700163 -0.512995 5.05 -3.99 -2.11
H 2.767314 -3.407359 -1.100753 -3.15 1.90 -1.01
H 1.007999 -4.883870 -1.875774 -1.23 1.24 0.17
H -1.499161 -3.835101 -2.358511 1.84 2.00 1.33
H -1.899748 -1.675522 -1.950112 -6.70 2.80 -1.04
H -3.625693 1.972070 -1.743150 -1.50 12.07 0.32
H -4.127288 0.788025 -2.536717 -0.56 -0.75 -0.04
H -3.166404 -1.138816 -0.680785 -1.89 2.49 1.80
H -4.486044 -0.258879 2.243388 2.96 -2.09 -2.85
H -4.275283 -2.087309 1.533666 1.15 2.57 -0.50
H -1.889254 0.702327 3.203623 -1.08 -0.47 -0.91
H 0.461102 -0.013649 3.173555 5.16 3.09 3.34
H 0.468738 -2.425368 1.679724 2.66 -3.49 -0.58
H 1.815465 2.840279 0.159146 -0.79 0.37 0.14
H -0.085977 2.911814 0.327697 2.19 -1.32 -1.10
H 0.826869 4.481858 -1.711422 -0.52 -2.99 0.52
H -0.118304 3.001452 -2.193640 -1.81 -0.52 -0.90
H 1.621150 3.080911 -2.492382 -1.37 -0.47 1.91
```
Forces are in eV/Å.

SMILES   CCCc1nc2ccccc2c(C(=O)OCC(=O)NCc2ccco2)c1CC
E_tot   -1262.578112 hartree
Relative energy (zero: lowest compared OMol25 entry of this formula, charge and spin)   451.2 kcal per mole
Lowest unoccupied orbital energy   -0.3 eV
Total charge   0

Here are the Mulliken charges for atoms 1 to 6, given in e:
1. C -1.086
2. C -0.768
3. C -1.705
4. C 0.639
5. N -0.511
6. C 0.163


3.
Computed, not measured: a 4-piece molecular cluster, C3H12O4 overall, with the ωB97M-V functional and the def2-TZVPD basis.

Geometry as XYZ:
```
19
Properties=species:S:1:pos:R:3:forces:R:3
C 1.617318 1.381032 -0.415925 0.84 0.44 -0.20
C 0.573320 2.147316 -0.144449 -0.55 -1.03 -0.61
C -0.843389 1.610607 -0.125336 0.73 -0.26 0.78
O -0.887488 0.178777 -0.125949 -0.29 0.29 0.13
H 2.608291 1.817719 -0.418817 0.05 0.23 0.03
H 1.636526 0.327631 -0.662442 -0.56 0.20 0.21
H 0.675240 3.203898 0.023874 0.11 0.33 0.17
H -1.279865 1.926257 0.827939 -0.33 0.31 -0.25
H -1.422989 1.990538 -0.959362 -0.18 0.06 -0.10
H -1.014633 -0.062188 0.809443 0.03 -0.22 -0.30
O -0.942656 -1.822363 -2.236734 -0.32 -0.70 0.20
H -0.429498 -1.503252 -2.979032 0.18 0.35 0.22
H -0.824774 -1.252474 -1.462880 0.06 0.48 -0.51
O 1.412511 -1.490964 0.326169 0.08 -1.05 0.08
H 0.451443 -1.410316 0.261798 0.17 0.18 -0.17
H 1.605422 -2.356651 -0.072700 -0.07 0.39 0.21
O -0.717055 -0.784422 2.412581 -0.06 -0.33 0.53
H 0.182608 -1.119111 2.522454 0.06 0.11 -0.16
H -1.242280 -1.267027 3.066931 0.05 0.20 -0.26
```
Forces are in eV/Å.

SMILES   C=CCO.O.O.O
E_tot   -422.423913 hartree
Relative energy (zero: lowest compared OMol25 entry of this formula, charge and spin)   23.6 kcal per mole
Lowest unoccupied orbital energy   0.4 eV
Total charge   0

Here are the Mulliken charges for atoms 1 to 6, given in e:
1. C -0.706
2. C -0.083
3. C -0.454
4. O -0.434
5. H 0.255
6. H 0.234


4.
Computed, not measured: a 5-piece molecular cluster, C3H16O4S overall, with the ωB97M-V functional and the def2-TZVPD basis.

Geometry as XYZ:
```
24
Properties=species:S:1:pos:R:3:forces:R:3
C 0.556504 -0.721612 3.115149 0.25 -0.40 0.25
C 1.166196 -0.209994 1.830656 -1.58 2.10 -1.80
S -0.363870 0.784002 0.870486 0.18 -3.91 1.75
C -1.492935 -1.024558 1.025879 1.47 3.32 -0.39
H 1.219251 -0.674808 3.980908 0.15 0.03 -0.16
H -0.379964 -0.228556 3.387659 0.34 0.15 -0.04
H 0.320176 -1.772705 2.928126 -0.02 0.07 0.38
H 1.893598 0.616349 1.752328 -0.07 -0.68 0.86
H 1.456382 -1.011728 1.145221 0.01 0.25 0.13
H -2.227273 -0.763322 0.282813 -0.33 -0.66 -0.05
H -1.815750 -1.019110 2.053996 -0.20 -0.17 -0.04
H -0.736229 -1.748615 0.759724 -0.39 -0.30 -0.05
O -0.446298 -1.299252 -1.751992 0.19 0.09 0.30
H -0.832043 -0.594698 -2.305926 -0.04 0.03 -0.13
H -0.249655 -0.836592 -0.917496 -0.24 -0.22 -0.63
O -1.282400 0.933407 -3.210178 0.01 -0.08 0.08
H -2.166861 1.156977 -3.505458 0.02 0.18 0.06
H -0.872619 1.691473 -2.715544 -0.19 -0.35 -0.57
O 2.056932 0.172321 -1.402939 0.44 0.35 0.03
H 1.382603 0.213978 -0.711623 0.02 -0.10 -0.23
H 1.658940 -0.330836 -2.123587 -0.20 -0.11 0.16
O 0.184185 2.490898 -1.752248 0.18 -0.20 1.05
H -0.138000 1.988466 -0.963938 0.19 0.58 -0.60
H 1.109128 2.188518 -1.772014 -0.15 0.04 -0.36
```
Forces are in eV/Å.

SMILES   CCSC.O.O.O.O
E_tot   -822.990473 hartree
Relative energy (zero: lowest compared OMol25 entry of this formula, charge and spin)   44.2 kcal per mole
Lowest unoccupied orbital energy   0.1 eV
Total charge   0

Here are the Mulliken charges for atoms 1 to 6, given in e:
1. C -1.158
2. C -0.423
3. S -0.151
4. C -1.063
5. H 0.344
6. H 0.293


5.
Computed, not measured: a 2-piece molecular cluster, C6H13ClN2O3S overall, with the ωB97M-V functional and the def2-TZVPD basis.

Geometry as XYZ:
```
26
Properties=species:S:1:pos:R:3:forces:R:3
C 2.334110 1.744992 0.321793 0.06 -0.13 -0.35
C 2.633120 0.769281 -0.932411 0.50 0.33 1.20
C 1.553932 -0.394961 -1.070462 2.13 -0.56 1.11
C 1.359220 -1.061548 0.363078 -0.34 0.15 0.27
S -0.025262 0.091644 -1.931229 0.11 0.37 -0.07
Cl 0.220374 2.118432 -2.421891 -0.32 -1.42 0.57
C -1.488991 -0.078194 -0.806692 -1.17 0.51 0.17
C -2.223390 1.272022 -0.403735 -2.14 -0.32 1.78
N -3.297797 1.129431 0.315940 2.58 0.27 -1.94
H 1.264196 2.118354 0.318708 1.21 -0.46 0.05
H 3.009416 2.650661 0.278166 -0.73 -1.05 -0.05
H 2.543735 1.217370 1.313094 -0.39 0.70 -1.46
H 2.854533 1.335440 -1.885426 -0.57 -0.66 1.06
H 3.615857 0.249477 -0.652382 -1.42 0.45 -0.61
H 2.031565 -1.192941 -1.739925 -1.12 1.19 0.49
H 0.981406 -2.136064 0.310684 0.34 1.56 0.07
H 0.664953 -0.433942 1.020175 0.96 -1.02 -0.88
H 2.383490 -1.054187 0.870966 -1.41 -0.12 -0.82
H -2.253046 -0.695572 -1.397362 1.37 0.79 0.56
H -1.290883 -0.661468 0.145241 0.20 0.46 -1.09
H -1.912369 2.328873 -0.630009 0.18 -1.40 -0.12
H -3.438001 0.119118 0.468870 -0.41 0.08 0.48
N -2.881840 -2.362049 2.041342 -0.06 -0.59 1.18
O -3.274421 -1.655666 1.080592 -0.01 0.47 -0.80
O -3.656511 -2.636580 2.964992 0.17 0.17 -0.47
O -1.707397 -2.781922 2.057886 0.25 0.24 -0.36
```
Forces are in eV/Å.

E_tot   -1429.744404 hartree
Lowest unoccupied orbital energy   -3.0 eV
Total charge   0

Here are the Mulliken charges for atoms 1 to 6, given in e:
1. C -0.833
2. C -0.925
3. C 0.564
4. C -1.488
5. S 0.233
6. Cl -0.095


6.
Computed, not measured: a 2-piece molecular cluster, C3H3BrO overall, with the ωB97M-V functional and the def2-TZVPD basis.

Geometry as XYZ:
```
8
Properties=species:S:1:pos:R:3:forces:R:3
C 0.297995 -0.089117 0.218806 2.86 2.44 0.57
C -0.517278 0.748115 -0.474425 1.39 -3.01 1.60
C -0.465843 1.953651 -0.964094 0.18 6.14 -0.83
O -0.507383 3.037480 -1.361760 0.31 -2.46 0.31
Br -2.407135 2.250049 1.843022 0.42 -0.20 -0.62
H -0.147472 -0.929096 0.607193 -0.87 -1.95 0.60
H 1.323521 0.148515 0.666624 -1.56 -0.15 -1.22
H -1.485925 0.418425 -0.510904 -2.73 -0.82 -0.42
```
Forces are in eV/Å.

E_tot   -2765.237970 hartree
Relative energy (zero: lowest compared OMol25 entry of this formula, charge and spin)   59.3 kcal per mole
Lowest unoccupied orbital energy (alpha / beta)   -1.9 / -3.1 eV
Total charge   0

Here are the Mulliken charges for atoms 1 to 6, given in e:
1. C -0.567
2. C -0.357
3. C 0.706
4. O -0.206
5. Br -0.525
6. H 0.291


Question: The highest E_tot belongs to which entry?
Answer: C3H12O4